# 1
Here is a structure of composition C10H18N3 from the Open Molecules 2025 dataset. Energies are from the ωB97M-V functional and the def2-TZVPD basis.

Cartesian coordinates (Å):
C1 0.43665 1.54496 3.61659
C2 -0.24327 0.40109 3.28903
C3 0.68556 1.29170 1.59584
C4 0.90808 0.12967 0.82355
C5 1.52345 1.52673 -2.20593
C6 -0.81657 -2.28466 0.55625
C7 1.25652 0.08978 -1.69207
C8 0.04492 -1.73505 -0.54959
C9 -1.01616 0.63991 -0.59831
C10 0.27333 -0.23680 -0.55061
N1 1.09051 2.06766 2.53625
N2 -0.17913 0.23409 1.94255
N3 -1.96574 0.11068 -1.67171
H1 0.47628 2.06177 4.60359
H2 -0.63997 -0.39062 3.95278
H3 2.01359 -0.62179 1.16646
H4 1.90137 1.38613 -3.11192
H5 2.13160 2.03619 -1.50274
H6 0.62852 2.06152 -2.26094
H7 -0.26496 -2.22064 1.48780
H8 -0.86081 -3.42812 0.30253
H9 -1.81724 -1.71719 0.66489
H10 2.25121 -0.37999 -1.53656
H11 0.90256 -0.64160 -2.48017
H12 -0.46157 -2.02824 -1.46134
H13 0.91475 -2.30253 -0.60391
H14 -0.92362 1.72269 -0.87159
H15 -1.58050 0.69314 0.39734
H16 -2.37928 0.90327 -2.11445
H17 -2.76528 -0.46193 -1.34170
H18 -1.52483 -0.45182 -2.38191

Forces on atoms 1 to 3 (eV/Å):
C -0.13 1.03 1.75
C 0.34 -1.60 1.54
C -0.91 -0.32 -1.25

HOMO level ... -12.010 eV
Total energy ... -15120.8062 eV
LUMO energy ... -3.650 eV
Orbital gap ... 8.36 eV
Spin multiplicity ... 1
ΔE to the lowest compared entry with this formula, charge and spin ... 6.718 eV
Total charge ... +1

Results of the natural (NBO) charge analysis, in e, for atoms 1 through 6: -0.045 -0.092 0.233 0.052 -0.590 -0.607

# 2
Here is a structure of composition C10H18N3O7P2Ru from the Open Molecules 2025 dataset. Energies are from the ωB97M-V functional and the def2-TZVPD basis.

Cartesian coordinates (Å):
Ru1 0.32016 0.04760 0.12964
N1 0.10884 -3.31935 2.57248
C1 -0.49552 -1.92277 2.55584
C2 -1.44369 -1.75969 3.74259
P1 -1.30540 -1.73735 0.86497
O1 -2.27241 -2.94586 0.91145
O2 -1.64807 -0.27084 0.56971
O3 -0.14596 -1.95918 -0.10966
P2 0.82486 -0.63855 2.53531
O4 1.50659 -0.70526 3.90603
O5 0.12748 0.64247 2.11629
O6 1.66499 -0.88884 1.23815
H1 -0.61400 -4.02955 2.39782
H2 0.50944 -3.53146 3.49502
H3 0.84021 -3.44075 1.85994
H4 -2.23894 -2.50570 3.70215
H5 -1.90481 -0.77152 3.71265
H6 -0.90856 -1.85579 4.68833
H7 -3.11335 -3.01597 0.42386
H8 2.20645 -0.09241 4.19881
C3 2.03031 4.00341 -0.28709
C4 1.00031 2.95676 -0.50887
O7 1.15224 1.82031 0.06357
N2 -0.03326 3.18182 -1.28962
C5 -1.03559 2.17359 -1.63169
C6 -0.47622 1.08324 -2.52161
C7 -0.57234 1.14930 -3.89522
C8 -0.00858 0.14442 -4.67494
C9 0.62853 -0.91471 -4.05083
C10 0.67384 -0.94780 -2.67097
N3 0.13808 0.03445 -1.92580
H9 2.47414 3.87953 0.69667
H10 1.60742 5.00178 -0.38744
H11 2.81216 3.88171 -1.04193
H12 -0.13398 4.11341 -1.67257
H13 -1.84973 2.68368 -2.14156
H14 -1.47121 1.77273 -0.70913
H15 -1.09123 1.97990 -4.35555
H16 -0.07256 0.18908 -5.75439
H17 1.07849 -1.71818 -4.61683
H18 1.13086 -1.76763 -2.13558

Forces on atoms 1 to 3 (eV/Å):
Ru -0.33 0.69 -0.42
N 0.00 -0.04 0.04
C -0.05 -0.01 -0.07

HOMO level ... -19.302 eV
Total energy ... -50601.3466 eV
LUMO energy ... -12.383 eV
Orbital gap ... 6.92 eV
Spin multiplicity ... 1
ΔE to the lowest compared entry with this formula, charge and spin ... 0.000 eV
Total charge ... +3

Results of the natural (NBO) charge analysis, in e, for atoms 1 through 6: 1.446 -0.692 -0.584 -0.663 2.374 -0.972